No. 1
C51H153Cl2N21O27P10Rb as an isolated structure, computed with wB97M-V/def2-TZVPD.

Calculated values
HOMO   -6.9303 eV
Largest force on an atom   6.51 eV/Å
Net charge   -1
Kohn-Sham gap   0.3032 Eh

CARTESIAN COORDINATES (ANGSTROEM)
Rb 16.7163 17.1225 19.9080
Cl 14.2880 19.6554 20.0434
O 14.6503 18.5500 20.8870
O 14.8663 20.8981 20.5575
O 14.8435 19.2368 18.7744
O 12.8432 19.7254 20.0483
Cl 19.0475 16.8958 16.8281
O 19.1159 16.5376 18.2652
O 17.8460 17.6825 16.6156
O 20.2148 17.5715 16.5028
O 19.0447 15.6713 16.0500
C 21.8207 19.2848 19.8431
O 23.1155 19.8725 20.0103
P 23.9018 20.5023 18.7592
O 23.2072 20.0623 17.5151
O 24.1376 21.9724 19.1838
C 23.0136 22.8803 19.2635
O 25.3621 19.9671 18.9096
C 25.5207 18.5403 18.5902
H 21.1199 20.0157 19.4135
H 21.5000 18.9393 20.8256
H 21.7560 18.4359 19.1292
H 23.4893 23.8267 19.2212
H 22.5501 22.7991 20.2604
H 22.3304 22.8200 18.4155
H 26.6180 18.3811 18.6722
H 25.1822 18.3234 17.5735
H 24.9887 17.9167 19.3298
C 17.2004 21.3046 16.9109
O 17.9303 20.8576 15.6521
P 18.6149 21.9661 14.8343
O 17.8673 23.3270 14.7901
O 19.9862 22.0664 15.4558
C 20.6306 21.0431 16.1891
O 18.8064 21.2729 13.3825
C 19.5289 20.0744 13.2529
H 16.3856 22.0296 16.7837
H 18.0059 21.7671 17.5812
H 16.8528 20.3544 17.3416
H 21.7310 21.0037 16.2150
H 20.2733 20.0798 15.9500
H 20.3154 21.2188 17.2104
H 20.5386 20.1514 13.7117
H 19.6049 19.8056 12.2317
H 18.9861 19.3211 13.8052
C 20.4250 16.1784 10.5294
O 19.3382 15.5067 11.1631
P 17.8422 15.9659 11.0519
O 17.1931 15.9491 9.7442
O 17.1300 15.0214 12.1492
C 17.3670 15.1226 13.5224
O 17.8735 17.3792 11.8294
C 16.7063 18.1214 11.9146
H 20.0835 16.5109 9.5323
H 21.3233 15.5829 10.5369
H 20.6522 17.0922 11.0572
H 17.1112 14.1847 14.0472
H 16.7302 15.9282 13.9396
H 18.3869 15.3719 13.7882
H 16.6173 18.7937 11.0594
H 16.6406 18.6412 12.9093
H 15.7864 17.5058 11.8589
O 25.6823 15.2746 18.3363
P 24.5864 14.2599 18.3227
N 23.2892 14.4957 17.2988
C 22.2108 15.4680 17.5134
C 23.5911 14.2675 15.8158
N 23.8714 14.0376 19.8059
C 24.6603 14.2796 21.0525
C 22.8065 12.9596 19.9247
N 25.2282 12.7707 17.6374
C 24.2786 11.6911 17.3093
C 26.5794 12.4807 17.2469
H 21.2274 15.1126 17.2307
H 22.3749 16.3796 16.9987
H 22.2246 15.5722 18.5964
H 24.4163 13.5730 15.7157
H 23.9130 15.2037 15.3597
H 22.6833 13.8200 15.3662
H 24.9309 13.3559 21.4619
H 25.5142 14.9552 20.9393
H 24.0951 14.7663 21.8463
H 22.1697 13.1398 20.7667
H 22.0586 12.9538 19.1343
H 23.3710 12.0191 19.9790
H 23.4071 12.1572 16.8643
H 24.6540 10.9541 16.6347
H 23.8823 11.1607 18.1557
H 27.1816 13.3534 17.5999
H 26.6455 12.4092 16.1530
H 26.9043 11.6302 17.8198
O 21.6994 9.8878 14.5903
P 20.9590 10.9685 13.9029
N 20.6912 12.1748 15.0268
C 20.5338 12.0525 16.4828
C 19.9689 13.3382 14.4808
N 19.4305 10.5872 13.2025
C 18.1947 10.5301 14.0827
C 19.4564 9.5988 12.1394
N 21.8106 11.6439 12.6624
C 21.3525 12.2133 11.4070
C 23.2468 11.6139 12.8695
H 21.3323 12.6925 16.9811
H 20.5436 11.0061 16.8332
H 19.5824 12.4501 16.9277
H 20.2426 14.2955 14.8900
H 18.8699 13.1801 14.5420
H 20.1367 13.4090 13.4003
H 18.1769 11.3176 14.8137
H 17.3015 10.5710 13.4244
H 18.1211 9.6027 14.7020
H 20.4447 9.6397 11.6900
H 19.1800 8.6146 12.4773
H 18.7682 9.9538 11.3545
H 21.3986 13.3181 11.4506
H 21.9366 11.8607 10.5434
H 20.3405 11.8689 11.1787
H 23.5245 11.5580 13.9104
H 23.6138 12.5765 12.4205
H 23.7232 10.7426 12.3777
O 18.4615 16.9816 22.3194
P 19.1953 15.8058 22.8200
N 20.1424 16.1410 24.1208
C 21.1205 15.2906 24.7958
C 19.9359 17.4553 24.7703
N 20.2545 15.0238 21.7150
C 21.2355 16.0283 21.3057
C 19.5085 14.5084 20.5209
N 18.0780 14.6046 23.1527
C 16.6184 14.8142 23.2448
C 18.4100 13.1292 23.2868
H 22.1087 15.8041 24.7533
H 21.2200 14.3409 24.3091
H 20.8964 15.0651 25.8613
H 19.6727 17.2775 25.8289
H 19.1568 17.9907 24.2358
H 20.8967 17.9993 24.7671
H 21.6111 16.6065 22.1795
H 22.1013 15.5689 20.8143
H 20.7722 16.7010 20.5367
H 18.8314 15.2929 20.0755
H 20.2578 14.1929 19.8444
H 18.8586 13.6466 20.8016
H 16.3397 15.8161 22.8735
H 16.1235 14.1926 22.5216
H 16.3431 14.7202 24.2651
H 18.1882 12.7263 24.2699
H 19.4460 13.0053 22.9503
H 17.7648 12.5449 22.5704
O 20.9862 22.1965 21.5545
P 19.6203 22.2384 22.1778
N 18.8074 23.5875 21.7379
C 19.4324 24.8385 21.3387
C 17.3624 23.6764 21.7632
N 19.6776 22.2746 23.8445
C 19.4933 23.5493 24.5387
C 20.7139 21.4676 24.5002
N 18.6654 20.8896 21.8780
C 17.7111 20.3183 22.8376
C 18.4026 20.4017 20.5166
H 20.4791 24.6741 21.2444
H 19.1748 25.6841 21.9882
H 19.0669 25.0885 20.3421
H 17.0734 24.3167 20.9075
H 16.8964 24.1719 22.7097
H 16.9058 22.7234 21.6387
H 19.5933 23.3332 25.6152
H 20.2076 24.3690 24.2816
H 18.4694 23.9488 24.4257
H 20.8529 20.5598 23.9083
H 21.6406 21.9843 24.3946
H 20.4323 21.0552 25.4939
H 18.2574 20.1538 23.7337
H 16.7720 20.9441 22.9280
H 17.3760 19.3286 22.4768
H 18.6024 19.3386 20.4363
H 18.9828 20.9637 19.7818
H 17.3571 20.5975 20.1978
O 22.4322 18.5990 11.2189
P 23.2131 18.8908 12.4369
N 24.8582 18.3626 12.2933
C 25.8542 18.8160 11.3188
C 24.9686 16.9453 12.3613
N 22.5700 18.0866 13.6984
C 23.2193 18.2506 15.0149
C 21.6686 16.9054 13.6339
N 23.4472 20.4866 12.8189
C 24.5916 21.0576 13.5001
C 22.5585 21.4689 12.2530
H 26.8449 18.8627 11.7436
H 25.5724 19.7603 10.8623
H 25.9627 18.1166 10.4811
H 26.0545 16.6433 12.2745
H 24.4819 16.4204 11.5261
H 24.6945 16.4822 13.2994
H 23.9828 19.0410 14.9722
H 22.4461 18.5496 15.7617
H 23.6146 17.2502 15.2996
H 21.0728 16.9097 14.5196
H 21.0025 16.9592 12.7873
H 22.3031 16.0070 13.5686
H 25.1979 21.6225 12.7438
H 24.3031 21.8066 14.2757
H 25.3037 20.3715 13.9875
H 21.8131 20.9542 11.6760
H 23.0334 22.2270 11.6036
H 22.0971 22.0227 13.0653
O 15.9100 14.4948 20.1241
P 15.0447 13.5166 19.4014
N 15.0399 11.9006 19.9624
C 16.2365 11.1211 19.4618
C 14.6332 11.5061 21.3392
N 15.4451 13.5630 17.7747
C 16.7977 13.8321 17.4232
C 14.7219 12.6092 16.8503
N 13.4283 13.8715 19.6006
C 13.0499 15.2891 19.4788
C 12.3054 13.0358 19.2228
H 16.9090 11.6973 18.8771
H 15.8226 10.3197 18.7376
H 16.7387 10.6235 20.2869
H 14.0844 12.3214 21.8056
H 15.4915 11.3763 21.9755
H 14.0579 10.5627 21.2718
H 17.4816 12.9672 17.6444
H 16.7409 14.0597 16.3619
H 17.1383 14.6216 18.0388
H 13.7840 12.2623 17.2804
H 14.5173 13.1174 15.8815
H 15.3096 11.7171 16.6706
H 13.6982 15.7903 18.7142
H 11.9593 15.3568 19.2175
H 13.2562 15.7661 20.4650
H 11.4856 13.1897 19.9250
H 12.5454 11.9420 19.2187
H 11.9704 13.2188 18.1862
O 12.2287 17.8646 13.4129
P 12.3544 17.3762 14.8228
N 11.1059 16.3615 15.2997
C 9.7231 16.8354 14.9705
C 10.9770 15.5448 16.4471
N 12.3318 18.6234 15.9706
C 11.9651 18.3282 17.3623
C 13.1408 19.8505 15.7591
N 13.6915 16.3728 15.0305
C 13.9687 15.3085 14.0836
C 14.8469 16.8723 15.8356
H 9.8016 17.3772 13.9764
H 9.3433 17.6086 15.7599
H 8.9930 16.0404 14.9480
H 10.3289 15.9624 17.2310
H 11.9710 15.2790 16.8292
H 10.5218 14.6447 16.0949
H 12.6306 17.6664 17.9213
H 11.9369 19.2968 17.8965
H 10.9336 17.9256 17.4131
H 12.6446 20.6731 16.3250
H 14.1818 19.8026 16.1212
H 13.1796 20.0264 14.6899
H 14.6793 14.6118 14.5345
H 13.0818 14.7559 13.8299
H 14.3672 15.6703 13.0889
H 15.6473 17.3772 15.2669
H 15.2628 16.0304 16.4189
H 14.5468 17.5796 16.6200

=====

No. 2
C51H29F5I4N7NaOS as an isolated structure, computed with wB97M-V/def2-TZVPD.

Calculated values
HOMO (alpha / beta)   -1.3467 / -1.1742 eV
Largest force on an atom   0.98 eV/Å
ΔE to the lowest compared entry with this formula, charge and spin   159.0 kcal/mol
Net charge   -2
Kohn-Sham gap (alpha / beta)   0.1569 / 0.1505 Eh

CARTESIAN COORDINATES (ANGSTROEM)
Na -0.4113 0.0527 -0.5742
I -5.5408 -7.1261 3.8186
C -4.4933 -5.5416 2.9180
C -5.1850 -4.4282 2.4832
C -4.4800 -3.3869 1.8840
C -3.1022 -3.4475 1.7125
C -2.4324 -4.5892 2.1662
C -3.1139 -5.6341 2.7727
C -2.3111 -2.3557 1.0590
C -1.5909 -2.7497 -0.1297
C -1.8538 -3.9060 -0.9172
C -0.8580 -3.9598 -1.8747
C 0.0015 -2.8380 -1.6408
C 1.2172 -2.4766 -2.3739
C 2.0966 -3.5420 -2.8726
C 3.2635 -3.2927 -3.6368
C 4.0896 -4.3061 -4.0958
C 3.8146 -5.6219 -3.7593
I 5.0592 -7.1642 -4.4599
C 2.7535 -5.9137 -2.9180
C 1.9250 -4.8935 -2.4815
C 1.6159 -1.0990 -2.5335
N 1.5306 -0.1422 -1.5702
C 2.1743 0.9746 -2.0419
C 2.4545 2.1319 -1.2381
C 3.7605 2.8308 -1.3419
C 4.4364 3.1124 -2.5370
C 5.7015 3.6884 -2.5596
C 6.3289 4.0026 -1.3691
I 8.2603 4.8330 -1.3893
C 5.6982 3.7561 -0.1599
C 4.4379 3.1798 -0.1580
C 1.5439 2.6374 -0.2390
C 1.5226 3.8626 0.3522
C 0.2906 4.0500 1.1781
C -0.2408 2.6022 1.3735
N 0.3885 1.8798 0.1887
C -0.4309 1.8453 2.6212
C -1.3162 0.7022 2.4934
C -2.2721 0.2420 3.5050
C -2.8196 -0.9053 3.0461
C -2.1987 -1.1692 1.7558
N -1.3384 -0.1203 1.4379
C 0.2384 2.0987 3.8676
C 0.0531 1.2434 4.9965
C 0.6185 1.4858 6.2350
C 1.4674 2.5701 6.4111
I 2.2890 2.9752 8.3038
C 1.8050 3.3493 5.3161
C 1.2247 3.1068 4.0829
C 2.5780 0.7406 -3.4157
C 2.2255 -0.5384 -3.7177
N -0.4905 -2.0982 -0.6266
H -6.2598 -4.3661 2.5963
H -5.0180 -2.5122 1.5344
H -1.3579 -4.6432 2.0382
H -2.5773 -6.5055 3.1244
H -2.6858 -4.5875 -0.7965
H -0.7825 -4.6680 -2.6871
H 3.5496 -2.2764 -3.8562
H 4.9600 -4.0581 -4.6898
H 2.5826 -6.9282 -2.5805
H 1.1413 -5.1442 -1.7865
H 3.9714 2.8998 -3.4843
H 6.1847 3.8903 -3.5058
H 6.1858 3.9926 0.7776
H 3.9749 2.9510 0.7929
H 2.2302 4.6581 0.1668
H 0.3876 4.6984 2.0392
H -2.5296 0.7764 4.4086
H -3.5578 -1.5169 3.5435
H -0.5313 0.3403 4.8844
H 0.4216 0.8057 7.0546
H 2.5436 4.1356 5.4105
H 1.5955 3.6884 3.2599
H 2.9299 1.4723 -4.1234
H 2.2414 -1.0069 -4.6917
N -2.5857 -0.4032 -1.9846
N -3.2823 -0.5788 -3.1691
C -2.7410 -0.2625 -4.3674
N -3.5653 -0.6184 -5.4172
S -1.2592 0.4288 -4.6155
H -2.1566 -1.2639 -1.6528
H -3.1922 -0.0311 -1.2681
H -4.0799 -1.1926 -3.1667
H -4.5602 -0.6203 -5.2511
H -3.2755 -0.2127 -6.2892
F -3.9515 5.6741 2.1654
C -3.1343 4.8859 1.4630
C -1.9230 5.2764 1.1162
F -1.4704 6.4892 1.4597
C -0.9851 4.4144 0.3638
F -0.7484 4.9961 -0.8701
C -1.4300 2.9299 0.3312
O -0.7853 2.1906 -0.6835
C -2.8709 2.6745 0.5091
F -3.4038 1.5217 0.1136
C -3.6463 3.5674 1.0967
F -4.9389 3.3313 1.3399

=====

No. 3
C51H31N6O6Ru as an isolated structure, computed with wB97M-V/def2-TZVPD.

Calculated values
HOMO (alpha / beta)   -5.7216 / -7.8540 eV
Largest force on an atom   2.33 eV/Å
Spin multiplicity   6
Net charge   0
⟨S²⟩   8.8043
Kohn-Sham gap (alpha / beta)   0.1699 / 0.1783 Eh

CARTESIAN COORDINATES (ANGSTROEM)
Ru 12.3869 12.4281 11.0332
C 7.0446 6.8998 11.7745
C 7.4022 7.2885 10.5012
C 8.3009 8.3224 10.3010
C 8.9196 8.9350 11.4023
C 8.5516 8.5509 12.6823
C 7.6246 7.5322 12.8664
C 9.9565 9.9615 11.2167
C 9.5614 11.3162 11.2984
C 8.1720 11.7573 11.5201
C 8.1236 13.0903 11.4274
C 9.4893 13.5293 11.2055
C 9.9136 14.8229 11.1026
C 8.9056 15.9134 11.2994
C 8.3695 16.5357 10.1694
C 7.4017 17.5274 10.2798
C 6.9032 17.8208 11.5370
C 7.4294 17.1797 12.6737
C 8.4619 16.2755 12.5706
C 11.2503 15.2768 10.7826
N 12.3532 14.4620 10.7407
C 13.4441 15.2476 10.5157
C 14.7434 14.8421 10.2612
C 15.7531 15.9143 10.0516
C 16.1303 16.3267 8.7867
C 17.0185 17.3892 8.6229
C 17.5311 18.0340 9.7728
C 17.1127 17.6489 11.0135
C 16.2372 16.6104 11.1730
C 15.1020 13.5101 10.1082
C 16.4388 13.0765 9.7690
C 16.4083 11.7667 9.5910
C 15.0649 11.3354 9.8655
N 14.2663 12.4610 10.1900
C 14.6317 10.0498 9.7908
C 13.3255 9.5834 10.1959
C 12.9297 8.1989 10.2014
C 11.6227 8.1962 10.6403
C 11.2336 9.5637 10.9022
N 12.3057 10.3979 10.6337
C 15.5653 9.0138 9.2083
C 15.2617 8.4501 7.9687
C 16.1394 7.5277 7.3784
C 17.3090 7.1737 8.0260
C 17.6179 7.7107 9.2767
C 16.7718 8.6117 9.8458
C 12.9946 16.6236 10.5254
C 11.6235 16.6264 10.6399
N 10.3360 12.3933 11.1397
H 6.3087 6.1657 12.0259
H 6.9242 6.8279 9.6366
H 8.5608 8.6232 9.2769
H 9.0255 9.0376 13.5241
H 7.3424 7.2314 13.8494
H 7.3554 11.0638 11.7193
H 7.2693 13.7129 11.5273
H 8.7631 16.2554 9.1688
H 7.1159 18.0563 9.3773
H 6.1852 18.6048 11.6891
H 7.0428 17.5395 13.6110
H 8.8760 15.8203 13.4374
H 15.8007 15.7545 7.9200
H 17.3027 17.6853 7.6290
H 18.2825 18.8043 9.6840
H 17.4392 18.2113 11.9004
H 15.9093 16.3162 12.1404
H 17.2504 13.7712 9.6868
H 17.1851 11.0409 9.3344
H 13.6215 7.4142 9.9484
H 10.9501 7.3640 10.7641
H 14.3749 8.7542 7.4358
H 15.8663 7.0954 6.4134
H 17.9788 6.4288 7.5705
H 18.5266 7.4042 9.7355
H 16.9687 9.0935 10.7977
H 13.6800 17.4340 10.4002
H 10.9796 17.4833 10.7717
O 11.9984 11.3674 13.4003
C 12.8463 12.1909 13.8045
O 13.5100 12.8979 13.0458
C 13.0035 12.3752 15.2830
C 12.0108 11.7894 16.0797
C 12.0415 11.9606 17.4650
C 13.0451 12.7415 18.0820
C 14.0302 13.2634 17.2798
C 14.0507 13.0796 15.9031
N 15.1094 14.0218 17.9546
O 15.2019 13.8636 19.1545
O 15.8452 14.7114 17.2981
N 10.9441 11.4400 18.2805
O 9.9692 11.0006 17.7252
O 11.1110 11.4538 19.4884
H 11.1955 11.2007 15.6175
H 13.0604 12.8774 19.1617
H 14.8003 13.5655 15.2543

=====

Calculated total energy in order - -260537.77169; -127073.98738; -77191.82964 eV